# 1
Computed, not measured: C3H3FOS in the gas phase, with ωB97M-V/def2-TZVPD.

XYZ file:
```
9
Properties=species:S:1:pos:R:3:forces:R:3
C 2.1667 -0.2023 -0.3490 -0.6 -0.6 -0.7
C 0.8558 -0.3481 -0.4428 -1.7 0.8 1.3
C -1.8374 -0.6053 -0.2711 -3.7 -2.1 -0.2
H 2.8599 -0.9020 -0.7957 -0.1 0.1 -0.4
H 0.4150 -1.0301 -1.1311 0.4 -0.8 -0.3
H -1.5652 -1.7636 -0.7333 -0.2 3.2 1.0
O -3.0437 -0.3000 -0.1765 3.9 -0.8 -0.4
F 2.7984 0.7591 0.2811 0.2 0.7 1.0
S -0.6035 0.3873 0.4950 1.9 -0.4 -1.4
```
Positions in Å, forces in eV/Å.

Summary:
* relative energy (zero: lowest compared OMol25 entry of this formula, charge and spin): 135.7 kJ/mol
* structure (SMILES): O=CS/C=C\F
* HOMO level: -9.493 eV
* Kohn-Sham gap: 9.90 eV

---

# 2
Computed, not measured: a molecular structure, C3H3FeLiO3, with ωB97M-V/def2-TZVPD.

XYZ file:
```
11
Properties=species:S:1:pos:R:3:forces:R:3
H 2.2083 -1.1507 -0.7377 -1.6 1.9 0.9
C 1.0911 0.1707 -0.1945 1.9 -1.2 -1.6
C -0.0413 0.3885 -1.1285 0.7 -0.2 -1.2
O -1.1956 -0.0431 -0.3754 -0.9 -0.4 1.0
C -0.8256 -0.3120 0.8238 2.9 1.5 -2.8
O 0.5283 -0.1615 0.9636 -1.2 -0.9 1.5
O -1.5182 -0.5933 1.7759 -0.7 -0.6 1.3
Fe -3.1865 -0.8602 2.4170 -1.3 -0.3 0.7
H 0.0663 -0.2344 -2.0301 -0.3 0.2 0.1
H -0.1850 1.4344 -1.4389 -0.1 -0.2 0.1
Li 3.0581 1.3617 -0.0752 0.5 0.1 0.0
```
Positions in Å, forces in eV/Å.

Summary:
* HOMO level (alpha / beta): -21.386 / -23.704 eV
* total charge: +3
* Kohn-Sham gap (alpha / beta): 6.70 / 7.98 eV
* spin multiplicity: 6

---

# 3
Computed, not measured: a molecular structure, C3H3HgO2, with ωB97M-V/def2-TZVPD.

XYZ file:
```
9
Properties=species:S:1:pos:R:3:forces:R:3
O -0.1532 1.6919 0.4737 -1.1 -1.5 0.6
C 1.0525 1.8281 0.2416 -1.2 -0.7 -0.4
O 1.8777 1.0956 -0.2073 1.7 -0.6 -0.2
Hg 2.7268 -1.2611 -0.2845 -0.2 0.5 0.0
C -0.7915 -0.0742 0.5472 0.4 0.3 -0.3
C -1.2251 -0.7549 -0.4968 0.9 1.0 0.0
H -0.7267 -0.3724 1.5945 -0.2 0.8 -0.2
H -1.7148 -1.7204 -0.3429 0.2 0.2 0.1
H -1.0457 -0.4326 -1.5254 -0.5 0.1 0.3
```
Positions in Å, forces in eV/Å.

Summary:
* relative energy (zero: lowest compared OMol25 entry of this formula, charge and spin): 183.7 kJ/mol
* HOMO level (alpha / beta): -12.827 / -15.384 eV
* total charge: +1
* Kohn-Sham gap (alpha / beta): 8.51 / 6.44 eV
* spin multiplicity: 3

---

# 4
Computed, not measured: a molecular structure, C3H3HgO3, with ωB97M-V/def2-TZVPD.

XYZ file:
```
10
Properties=species:S:1:pos:R:3:forces:R:3
C -0.1446 0.6919 -1.6968 0.2 -0.4 0.5
C 0.8059 0.2806 -0.8385 0.4 0.7 -1.7
O 0.6191 -0.0536 0.4283 -3.9 0.2 -4.0
Hg 1.6826 -0.2398 1.9417 5.3 0.1 4.1
H -1.1950 0.7440 -1.4030 0.3 0.0 -0.1
H 0.1278 0.9336 -2.7241 -0.1 -0.1 0.4
H 1.8492 0.2303 -1.1920 -0.4 0.0 0.1
O -0.3902 -0.9297 2.6094 -1.6 -1.0 -0.3
C -1.1895 -0.8914 1.7428 -1.3 0.9 1.2
O -2.1653 -0.7659 1.1321 0.9 -0.5 -0.3
```
Positions in Å, forces in eV/Å.

Summary:
* relative energy (zero: lowest compared OMol25 entry of this formula, charge and spin): 97.0 kJ/mol
* HOMO level (alpha / beta): -8.369 / -8.529 eV
* Kohn-Sham gap (alpha / beta): 8.85 / 6.90 eV
* spin multiplicity: 2

---

# 5
Computed, not measured: 2 unconnected molecules or ions with the total composition C3H3I, with ωB97M-V/def2-TZVPD.

XYZ file:
```
7
Properties=species:S:1:pos:R:3:forces:R:3
C 0.5202 0.4794 0.7522 -1.5 1.6 1.5
C 0.6651 0.7157 -0.5402 0.0 -0.7 1.7
C -0.3942 -0.1423 -0.1704 0.2 -1.3 0.8
I -2.5070 -0.1227 0.0568 -0.3 0.3 -0.3
H 0.4933 0.9093 1.8254 0.8 -1.3 -2.0
H 1.3161 1.0979 -1.2340 0.9 1.1 -1.7
H -0.0936 -2.9373 -0.6898 0.0 0.2 0.0
```
Positions in Å, forces in eV/Å.

Summary:
* relative energy (zero: lowest compared OMol25 entry of this formula, charge and spin): 494.2 kJ/mol
* HOMO level (alpha / beta): -7.071 / -9.252 eV
* Kohn-Sham gap (alpha / beta): 6.89 / 9.23 eV

---

# 6
Computed, not measured: a molecular structure, C3H3I2NO, with ωB97M-V/def2-TZVPD.

XYZ file:
```
10
Properties=species:S:1:pos:R:3:forces:R:3
C 1.5462 0.2918 -1.2556 0.1 0.1 -0.1
C 0.7593 0.5119 -0.2336 -3.0 -1.3 1.8
C -0.7573 -0.4133 -0.0179 3.7 1.8 -1.9
N -1.3375 -0.3412 1.1609 -0.9 -0.2 1.1
O -1.1336 -1.0094 -0.9820 -0.3 -0.4 -0.3
I 1.1684 1.8600 1.3394 0.1 -0.1 -0.3
I -3.0653 -1.4043 1.4091 0.4 0.3 0.1
H 2.4771 0.8218 -1.3816 0.1 0.1 0.0
H 1.2745 -0.4286 -2.0069 -0.2 -0.2 -0.1
H -0.9319 0.1114 1.9682 0.0 0.0 -0.2
```
Positions in Å, forces in eV/Å.

Summary:
* relative energy (zero: lowest compared OMol25 entry of this formula, charge and spin): 97.9 kJ/mol
* HOMO level: -9.506 eV
* Kohn-Sham gap: 8.82 eV

---

# 7
Computed, not measured: a molecular structure, C3H3I3O, with ωB97M-V/def2-TZVPD.

XYZ file:
```
10
Properties=species:S:1:pos:R:3:forces:R:3
C -1.0919 0.2815 -1.6202 2.4 -2.1 1.1
C -0.4916 0.6417 -0.4877 1.5 -2.3 1.7
C 0.8141 -0.4433 0.7099 -1.8 1.6 -3.6
O 0.4519 -0.1015 1.9277 -0.2 0.6 0.6
I -1.2046 2.2833 0.5401 0.2 0.3 0.3
I 2.8325 0.1572 0.0736 -0.6 -0.1 0.3
I 0.4580 -2.5220 0.3229 0.0 0.0 -0.2
H -1.8864 0.9043 -1.8216 -1.7 1.1 -1.3
H -0.8611 -0.6346 -2.2281 -0.2 1.1 0.8
H 0.9789 -0.5664 2.5833 0.2 -0.1 0.3
```
Positions in Å, forces in eV/Å.

Summary:
* relative energy (zero: lowest compared OMol25 entry of this formula, charge and spin): 213.8 kJ/mol
* HOMO level: -9.162 eV
* Kohn-Sham gap: 8.48 eV

---

# 8
Computed, not measured: a molecular structure, C3H3IN2O, with ωB97M-V/def2-TZVPD.

XYZ file:
```
10
Properties=species:S:1:pos:R:3:forces:R:3
C 0.4986 0.7938 -0.8225 1.1 0.5 1.2
C -1.3864 -1.4811 -0.3656 0.1 -0.8 0.4
C -2.5737 -1.5519 0.1989 1.4 1.6 -1.2
N 1.5823 0.3463 -0.4914 -0.3 1.6 -0.4
N -0.5542 1.4134 -0.8194 -0.1 0.3 -0.6
O -0.3139 -1.4163 -0.8237 -1.5 -1.0 0.2
I -3.6736 0.1767 0.0910 -0.5 0.7 0.0
H 1.8251 -0.6011 -0.3658 0.0 -0.9 -0.2
H -3.0945 -2.3360 0.6278 -0.2 -1.6 0.6
H -0.9121 1.8621 -1.6547 0.1 -0.2 0.1
```
Positions in Å, forces in eV/Å.

Summary:
* relative energy (zero: lowest compared OMol25 entry of this formula, charge and spin): 144.9 kJ/mol
* HOMO level: -8.782 eV
* Kohn-Sham gap: 8.47 eV

---

# 9
Computed, not measured: C3H3IN2O in the gas phase, with ωB97M-V/def2-TZVPD.

XYZ file:
```
10
Properties=species:S:1:pos:R:3:forces:R:3
C -0.6628 0.2993 0.1328 1.6 5.3 0.0
C -0.5419 -0.9920 0.2452 -0.4 -1.2 -0.2
C 1.6028 0.3515 -0.5555 0.3 0.1 -1.4
N 0.6367 -1.6343 0.0250 -0.1 -1.5 0.3
N 1.5838 -0.8250 -0.1967 0.0 -0.5 0.6
O -1.7663 1.0167 -0.1850 3.0 2.0 0.7
I 2.9406 1.7034 0.1267 0.6 0.7 0.4
H 0.2179 1.0384 0.3132 -1.9 -1.2 0.0
H -1.5044 -1.4564 0.3059 0.1 -1.4 0.1
H -2.5063 0.4983 -0.2116 -3.1 -2.3 -0.3
```
Positions in Å, forces in eV/Å.

Summary:
* relative energy (zero: lowest compared OMol25 entry of this formula, charge and spin): 411.3 kJ/mol
* HOMO level: -8.472 eV
* Kohn-Sham gap: 7.89 eV

---

# 10
Computed, not measured: a molecular structure, C3H3KO2, with ωB97M-V/def2-TZVPD.

XYZ file:
```
9
Properties=species:S:1:pos:R:3:forces:R:3
O 0.3474 1.2882 0.3593 -0.1 1.5 -0.7
K 3.7222 -2.0159 -0.6948 0.0 0.0 0.0
O 1.7726 -0.2978 -0.3087 0.3 -0.1 0.6
C 1.1638 0.2871 0.5368 0.4 -0.5 -1.0
C -1.0109 0.9209 0.3150 -0.1 -1.8 1.3
C -1.3433 -0.2455 -0.2566 -0.7 0.8 -0.1
H -1.5711 1.4541 1.0794 0.1 -0.2 -0.1
H -0.9279 -0.5645 -1.2148 0.6 -0.4 0.8
H -2.1529 -0.8265 0.1843 -0.5 0.6 -0.7
```
Positions in Å, forces in eV/Å.

Summary:
* relative energy (zero: lowest compared OMol25 entry of this formula, charge and spin): 107.8 kJ/mol
* HOMO level (alpha / beta): -12.856 / -13.109 eV
* total charge: +1
* Kohn-Sham gap (alpha / beta): 8.85 / 8.45 eV
* spin multiplicity: 2

---

# 11
Computed, not measured: a molecular structure, C3H3LiO3V, with ωB97M-V/def2-TZVPD.

XYZ file:
```
11
Properties=species:S:1:pos:R:3:forces:R:3
O -0.0954 -1.1535 -0.4736 1.3 0.2 -1.0
C 0.7617 -0.2977 -0.6561 -5.3 0.5 2.9
C -1.5667 0.5232 0.9553 0.0 1.0 -0.1
O 1.9724 -0.4109 -0.8518 -0.2 0.3 0.7
O 0.3704 1.0407 -0.3299 2.1 -0.1 -1.4
C -0.4319 1.3185 0.6495 -0.7 -1.8 1.5
Li -0.2332 -3.0028 -0.8828 -0.5 -0.5 0.1
H -1.8009 0.3767 2.0104 -0.2 0.1 -0.1
H -2.2605 0.1977 0.1794 0.2 -0.2 0.2
H -0.0072 2.0148 1.3761 -0.4 0.6 -0.3
V 3.2914 -0.6068 -1.9765 3.6 -0.1 -2.4
```
Positions in Å, forces in eV/Å.

Summary:
* HOMO level (alpha / beta): -22.687 / -24.647 eV
* total charge: +3
* Kohn-Sham gap (alpha / beta): 8.13 / 9.95 eV
* spin multiplicity: 5

---

# 12
Computed, not measured: C3H3N in the gas phase, with ωB97M-V/def2-TZVPD.

XYZ file:
```
7
Properties=species:S:1:pos:R:3:forces:R:3
C 0.7264 -0.8528 0.0600 -0.8 2.5 0.2
C 0.8501 0.4760 0.0413 -2.2 -3.0 0.9
C -0.4662 -0.0890 0.1417 0.2 0.6 -0.8
N -1.7131 -0.0224 0.0003 -0.5 -0.7 0.7
H 1.2471 -1.6977 -0.1696 1.2 -2.3 -0.3
H 1.4338 1.2695 -0.1538 2.0 2.5 -0.5
H -2.0780 0.9163 0.0799 0.1 0.3 -0.2
```
Positions in Å, forces in eV/Å.

Summary:
* relative energy (zero: lowest compared OMol25 entry of this formula, charge and spin): 219.6 kJ/mol
* structure (SMILES): N=c1cc1
* HOMO level: -9.172 eV
* Kohn-Sham gap: 10.21 eV

---

# 13
Computed, not measured: 2 unconnected molecules or ions with the total composition C3H3N, with ωB97M-V/def2-TZVPD.

XYZ file:
```
7
Properties=species:S:1:pos:R:3:forces:R:3
C -0.2152 -0.8890 1.0157 0.2 -0.1 0.1
C 0.9287 0.7236 -1.4423 -2.0 1.3 -1.9
C -1.1019 -0.1053 1.0067 -2.6 0.8 0.9
N 1.6375 0.2072 -0.7317 1.6 -0.7 1.0
H 0.6401 -1.4619 1.0004 1.2 -0.9 -0.1
H 0.1749 1.1792 -2.0902 0.8 -0.4 0.6
H -2.0641 0.3461 1.2413 0.9 0.0 -0.5
```
Positions in Å, forces in eV/Å.

Summary:
* relative energy (zero: lowest compared OMol25 entry of this formula, charge and spin): 218.0 kJ/mol
* structure (SMILES): C#C.C#N
* HOMO level: -10.422 eV
* Kohn-Sham gap: 11.47 eV

---

# 14
Computed, not measured: a gas-phase ion, C3H3N2O (charge +1), with ωB97M-V/def2-TZVPD.

XYZ file:
```
9
Properties=species:S:1:pos:R:3:forces:R:3
C -2.5087 0.3188 -0.0478 3.0 -2.2 -0.1
C -0.3083 -0.9142 0.1681 -4.1 -1.6 -0.3
C 1.6511 0.3311 -0.2473 -3.6 2.5 -1.1
N -1.4715 -0.3507 0.1164 0.6 1.2 0.2
N 0.8742 -0.3809 0.5122 3.1 1.7 -0.4
O -3.5158 0.7130 -0.3639 -1.7 1.1 -0.1
H 2.6731 0.1564 -0.2829 1.7 0.0 0.2
H 1.1023 1.0728 -0.8723 1.0 -0.8 0.0
H 1.5036 -0.9462 1.0176 -0.1 -1.9 1.5
```
Positions in Å, forces in eV/Å.

Summary:
* relative energy (zero: lowest compared OMol25 entry of this formula, charge and spin): 358.7 kJ/mol
* HOMO level (alpha / beta): -13.904 / -13.919 eV
* total charge: +1
* Kohn-Sham gap (alpha / beta): 7.48 / 7.50 eV

---

# 15
Computed, not measured: a gas-phase ion, C3H3N2O (charge +1), with ωB97M-V/def2-TZVPD.

XYZ file:
```
9
Properties=species:S:1:pos:R:3:forces:R:3
C -0.8071 0.1626 -0.1800 0.3 -1.9 0.0
C 0.2599 0.9569 -0.1683 0.3 3.2 -0.9
C -0.6585 -1.2630 0.1101 -2.0 1.0 1.8
N 0.1021 -2.1224 -0.2948 0.8 -0.8 -0.6
N 1.5084 0.5286 -0.2099 3.2 -2.8 1.3
O 2.6557 0.5182 0.0550 -2.9 1.1 -1.0
H -1.7997 0.5434 -0.0729 -0.4 0.6 -0.2
H 0.0962 2.0107 -0.2556 0.2 0.8 0.3
H -1.3571 -1.3349 1.0163 0.6 -1.0 -0.7
```
Positions in Å, forces in eV/Å.

Summary:
* relative energy (zero: lowest compared OMol25 entry of this formula, charge and spin): 644.9 kJ/mol
* HOMO level (alpha / beta): -15.474 / -16.057 eV
* total charge: +1
* Kohn-Sham gap (alpha / beta): 7.18 / 7.51 eV

---

# 16
Computed, not measured: a gas-phase ion, C3H3N2O (charge +1), with ωB97M-V/def2-TZVPD.

XYZ file:
```
9
Properties=species:S:1:pos:R:3:forces:R:3
C 0.0091 -0.0153 0.2045 -0.2 -0.4 -0.7
C -0.1141 1.2376 -0.1849 2.5 -3.0 -1.8
C 0.6571 -0.8746 -0.8251 -0.4 5.2 -1.6
N 1.0661 -0.0217 -1.7631 1.9 -4.0 -1.7
N 0.8979 1.2227 -1.4507 -2.6 1.7 3.3
O 1.4455 2.1708 -1.8573 0.1 -0.7 -0.5
H -0.3948 -0.3220 1.1019 -0.8 -1.0 1.7
H -0.3269 1.9837 0.4660 -0.7 3.0 1.0
H 0.6667 -1.9099 -1.0394 0.2 -1.0 0.2
```
Positions in Å, forces in eV/Å.

Summary:
* relative energy (zero: lowest compared OMol25 entry of this formula, charge and spin): 482.3 kJ/mol
* structure (SMILES): O=[N+]1C=CC=N1
* HOMO level: -16.916 eV
* total charge: +1
* Kohn-Sham gap: 8.28 eV

---

# 17
Computed, not measured: a gas-phase ion, C3H3N2OS (charge -1), with ωB97M-V/def2-TZVPD.

XYZ file:
```
10
Properties=species:S:1:pos:R:3:forces:R:3
C 1.6793 0.5165 -0.0033 -3.6 1.5 0.6
C -0.6981 0.9275 0.1719 -0.9 0.0 -1.0
C 1.6790 -0.7552 -0.1493 -0.9 -2.2 -0.2
N 0.5230 1.3592 0.2079 1.3 0.8 0.1
N -1.0427 -0.3411 -0.0250 1.4 1.9 0.3
O 1.5923 -1.9162 -0.2786 0.7 -0.5 -0.1
S -2.6450 -0.7872 -0.1242 -1.3 2.0 -0.3
H 2.5055 1.0931 0.0173 3.0 1.2 -0.1
H -1.4159 1.8387 0.1389 0.5 -1.6 0.4
H -2.1773 -1.9352 0.0445 -0.1 -3.2 0.3
```
Positions in Å, forces in eV/Å.

Summary:
* relative energy (zero: lowest compared OMol25 entry of this formula, charge and spin): 212.4 kJ/mol
* HOMO level: -2.154 eV
* total charge: -1
* Kohn-Sham gap: 5.81 eV

---

# 18
Computed, not measured: a gas-phase ion, C3H3N2OS (charge +1), with ωB97M-V/def2-TZVPD.

XYZ file:
```
10
Properties=species:S:1:pos:R:3:forces:R:3
C 1.7222 0.2148 0.0165 1.5 0.6 0.5
C 2.9566 -0.5832 0.2644 0.0 -0.2 0.4
C 0.3344 0.4313 0.5465 -0.1 0.4 1.0
N 0.3380 -0.8602 -1.6667 0.5 -0.6 -1.4
N 0.6545 -0.1935 -0.7178 -1.4 -0.4 -0.6
O 3.3229 -1.6361 0.6146 0.1 -0.3 0.0
S 3.3335 0.9988 -0.2916 -0.4 0.2 -0.2
H -0.0562 -0.1879 1.3490 0.0 -0.2 -0.1
H -0.0934 1.4257 0.4822 0.0 0.0 -0.2
H -0.6566 -1.0957 -1.7587 -0.2 0.4 0.5
```
Positions in Å, forces in eV/Å.

Summary:
* relative energy (zero: lowest compared OMol25 entry of this formula, charge and spin): 460.7 kJ/mol
* structure (SMILES): [H]/N=[N+]1\C[C@]12SC2=O
* HOMO level: -15.000 eV
* total charge: +1
* Kohn-Sham gap: 8.41 eV

---

# 19
Computed, not measured: a gas-phase ion, C3H3N2S (charge +1), with ωB97M-V/def2-TZVPD.

XYZ file:
```
9
Properties=species:S:1:pos:R:3:forces:R:3
C 0.9096 0.0515 0.1330 2.6 -0.2 -0.2
C -0.8669 -1.5852 0.5098 1.7 0.0 -0.2
C -0.5653 1.9820 0.4041 1.6 -0.2 -0.3
N 0.0908 -0.9594 0.3193 -2.3 -1.2 0.4
N 0.2683 1.1954 0.2347 -2.0 1.5 0.2
S 2.6740 -0.0661 0.1153 -0.6 -0.1 0.1
H -1.6391 -2.3068 0.5508 -0.6 -0.3 0.0
H -1.2044 2.8249 0.4383 -0.5 0.3 0.0
H 2.7774 -0.5706 -1.1205 0.0 0.1 -0.2
```
Positions in Å, forces in eV/Å.

Summary:
* relative energy (zero: lowest compared OMol25 entry of this formula, charge and spin): 273.1 kJ/mol
* HOMO level: -13.022 eV
* total charge: +1
* Kohn-Sham gap: 7.83 eV

---

# 20
Computed, not measured: a molecular structure, C3H3N2S2, with ωB97M-V/def2-TZVPD.

XYZ file:
```
10
Properties=species:S:1:pos:R:3:forces:R:3
C -2.8458 -1.4497 -0.2077 0.3 -0.3 1.0
C -1.7662 0.9560 -0.2414 0.2 1.2 1.4
C -0.5184 0.1937 -0.2001 -2.2 -0.3 -1.0
N -3.6473 -1.6664 -0.9747 -2.1 -0.5 -2.7
N 0.5644 0.6895 0.4260 0.6 -0.9 0.0
S -2.8817 1.9981 -0.1884 1.2 -1.4 -0.4
S -1.9427 -1.1666 1.0974 2.3 1.3 0.7
H -0.5198 -0.4430 -1.1598 0.8 0.6 1.8
H 1.3756 0.0785 0.5330 -0.3 0.1 -0.6
H 0.5306 1.3026 1.2296 -0.7 0.3 -0.2
```
Positions in Å, forces in eV/Å.

Summary:
* relative energy (zero: lowest compared OMol25 entry of this formula, charge and spin): 193.7 kJ/mol
* HOMO level (alpha / beta): -14.178 / -14.179 eV
* total charge: +1
* Kohn-Sham gap (alpha / beta): 7.50 / 7.50 eV

---

no.,F_max (Eh/bohr),electronic energy (Eh)
1,0.0833,-689.330371
2,0.0834,-1611.698973
3,0.0393,-419.550480
4,0.1315,-495.158240
5,0.0523,-413.528621
6,0.0878,-841.441714
7,0.0845,-1084.313321
8,0.0471,-598.480895
9,0.1072,-598.379417
10,0.0435,-866.211658
11,0.1171,-1292.084314
12,0.0739,-170.746455
13,0.0589,-170.747072
14,0.0866,-300.432785
15,0.0865,-300.323746
16,0.1068,-300.385687
17,0.0763,-698.998857
18,0.0329,-698.611206
19,0.0510,-623.390588
20,0.0677,-1021.607321